1.
A 8-piece molecular cluster, C51H43BClI3O28 overall, computed with ωB97M-V/def2-TZVPD.

Geometry as XYZ:
```
127
C51H43BClI3O28 (ωB97M-V/def2-TZVPD)
C -0.1692 -0.5150 2.3763
C -1.0919 -1.7238 2.4721
C -1.9030 -2.0423 1.2210
Cl -0.9338 -2.0769 -0.3127
B -3.1523 -1.1060 0.9823
C -3.0085 0.4604 0.8545
C -3.7601 1.1708 1.9865
C -3.6069 2.6923 1.8709
I -5.2379 3.4322 0.6660
C -4.6075 -1.6804 0.8153
I -5.1092 -1.7628 -1.2321
C -5.4630 -2.0516 1.7654
C -6.8668 -2.5295 1.5906
I -4.8732 -1.9950 3.7947
H 0.2848 -0.3868 1.4087
H -0.6644 0.4020 2.6766
H 0.6442 -0.6508 3.0792
H -1.8074 -1.4987 3.2613
H -0.5594 -2.6057 2.8115
H -2.2513 -3.0670 1.3127
H -3.5344 0.7481 -0.0579
H -1.9679 0.7644 0.8194
H -3.4039 0.8629 2.9665
H -4.8093 0.9189 1.8903
H -3.6197 3.2022 2.8216
H -2.7127 2.9078 1.3038
H -7.0564 -2.8951 0.5907
H -7.1525 -3.2789 2.3194
H -7.5297 -1.6771 1.7438
O -3.6134 -0.8292 -7.3913
C -2.7496 -1.0389 -6.5579
C -1.3349 -1.0801 -6.8808
C -0.4368 -1.3300 -5.9184
O 0.8680 -1.3804 -6.1409
C -0.8470 -1.5765 -4.4926
O 0.0345 -1.8134 -3.6869
C -2.2560 -1.5149 -4.1623
C -3.1643 -1.2619 -5.1207
O -4.4608 -1.1919 -4.8617
H -1.0491 -0.9035 -7.9080
H 1.2785 -1.5786 -5.2766
H -2.5351 -1.6776 -3.1302
H -4.9361 -0.9975 -5.7028
O -10.1506 2.6680 -8.7431
C -9.2025 2.1051 -8.2303
C -7.9599 1.8129 -8.9205
C -6.9735 1.1726 -8.2749
O -5.8161 0.8717 -8.8438
C -7.1220 0.7429 -6.8410
O -6.1787 0.1599 -6.3382
C -8.3510 1.0487 -6.1414
C -9.3349 1.6917 -6.7871
O -10.4848 2.0101 -6.2164
H -7.8704 2.1261 -9.9507
H -5.2703 0.3966 -8.1817
H -8.4334 0.7472 -5.1066
H -11.0117 2.4633 -6.9032
O 6.1140 -3.6161 -2.3173
C 5.1568 -3.2319 -1.6717
C 4.1239 -2.3572 -2.1937
C 3.1122 -1.9734 -1.4012
O 2.1350 -1.1823 -1.8144
C 3.0161 -2.4223 0.0322
O 2.0786 -2.0091 0.6911
C 4.0362 -3.3161 0.5485
C 5.0433 -3.7013 -0.2464
O 6.0108 -4.5146 0.1527
H 4.2060 -2.0402 -3.2234
H 1.5262 -1.0666 -1.0581
H 3.9474 -3.6436 1.5748
H 6.6026 -4.6229 -0.6169
O -9.0652 6.5674 -5.6423
C -8.7830 6.0253 -4.5898
C -7.4427 5.9753 -4.0372
C -7.2244 5.3389 -2.8769
O -6.0306 5.2487 -2.3142
C -8.3375 4.6635 -2.1203
O -8.0545 4.0912 -1.0846
C -9.6828 4.7323 -2.6630
C -9.8989 5.3711 -3.8205
O -11.0980 5.4761 -4.3770
H -6.6513 6.4605 -4.5904
H -6.1573 4.7341 -1.4889
H -10.4767 4.2574 -2.1044
H -10.9674 5.9817 -5.2022
O 1.7784 1.5627 2.9796
C 2.5751 1.8421 3.8532
C 2.5258 3.0548 4.6509
C 3.4656 3.2731 5.5804
O 3.4900 4.3552 6.3467
C 4.5828 2.2950 5.8261
O 5.4033 2.5835 6.6782
C 4.6196 1.0731 5.0442
C 3.6781 0.8520 4.1164
O 3.6432 -0.2413 3.3657
H 1.7206 3.7508 4.4633
H 4.2722 4.2629 6.9251
H 5.4182 0.3721 5.2410
H 2.8651 -0.1534 2.7782
O 5.7338 -8.4254 1.0084
C 6.6773 -8.1662 1.7313
C 6.7778 -6.9586 2.5308
C 7.8631 -6.7485 3.2869
O 8.0220 -5.6702 4.0425
C 8.9996 -7.7332 3.3355
O 9.9573 -7.4597 4.0338
C 8.8904 -8.9524 2.5530
C 7.8029 -9.1629 1.7993
O 7.6334 -10.2511 1.0609
H 5.9576 -6.2569 2.4854
H 8.8899 -5.7717 4.4776
H 9.7051 -9.6603 2.6073
H 6.7693 -10.1452 0.6191
O 11.3775 5.3325 8.3853
C 10.6468 4.9227 7.5033
C 9.2183 5.1746 7.4519
C 8.4908 4.6677 6.4469
O 7.1858 4.8523 6.3297
C 9.1094 3.8337 5.3578
O 8.3740 3.3976 4.4920
C 10.5417 3.6001 5.3972
C 11.2696 4.1095 6.4002
O 12.5802 3.9393 6.5019
H 8.7834 5.7723 8.2401
H 6.9224 4.3710 5.5224
H 10.9789 3.0134 4.6020
H 12.8502 4.4064 7.3156
```

The total energy comes out at -148412.004 eV. As for the SMILES: CC[C@H](Cl)B(CCCI)/C(I)=C(/C)I.O=C1C=C(O)C(=O)C=C1O.O=C1C=C(O)C(=O)C=C1O.O=C1C=C(O)C(=O)C=C1O.O=C1C=C(O)C(=O)C=C1O.O=C1C=C(O)C(=O)C=C1O.O=C1C=C(O)C(=O)C=C1O.O=C1C=C(O)C(=O)C=C1O. The calculation puts the HOMO energy at -8.89 eV. As for the total charge: 0. The calculation puts the strongest force on any atom at 0.9 eV/Å.

Results of the Löwdin charge analysis, in e, for atoms 1 through 5: atom 1 (C): -0.124, atom 2 (C): -0.251, atom 3 (C): -0.579, atom 4 (Cl): 0.702, atom 5 (B): -0.582

=====

2.
C51H44FeI2N2O4P2S as an isolated structure in a non-equilibrium geometry, computed with ωB97M-V/def2-TZVPD.

Geometry as XYZ:
```
107
C51H44FeI2N2O4P2S (ωB97M-V/def2-TZVPD)
Fe -0.5486 -0.8586 0.1309
I -3.1397 1.8515 3.9112
C -1.2320 1.0842 4.0017
C -0.4821 1.1937 5.1571
C 0.7533 0.5601 5.2569
I 1.7937 0.7884 7.0303
C 1.2819 -0.2619 4.1894
C 2.4676 -1.0145 4.2653
C 2.8370 -1.8013 3.2069
C 2.0317 -1.8172 2.0664
N 0.9309 -1.0981 1.9612
C 0.5556 -0.3448 2.9990
C -0.7224 0.3651 2.8487
O -1.3339 0.2960 1.7848
H -0.8666 1.7725 5.9884
H 3.0687 -0.9839 5.1659
H 3.7387 -2.4033 3.2409
H 2.2880 -2.4430 1.2188
O -1.7430 -2.5250 1.7685
C -2.4039 -3.5822 1.0706
C -2.3633 -3.2231 -0.4639
O -2.9968 -3.9326 -1.2250
O -1.6208 -2.1915 -0.7857
C -3.8796 -3.6419 1.4627
C -4.6580 -4.7568 1.1713
C -5.9978 -4.8058 1.5294
C -6.5949 -3.7427 2.1958
C -5.8427 -2.6173 2.4679
C -4.5034 -2.5635 2.0919
C -1.6044 -4.8685 1.2954
C -0.7678 -4.9628 2.4109
C -0.0565 -6.1276 2.6817
C -0.1719 -7.2265 1.8436
C -0.9882 -7.1384 0.7256
C -1.6862 -5.9680 0.4433
H -2.4028 -2.0466 2.2664
H -4.2174 -5.5997 0.6575
H -6.5798 -5.6868 1.2818
H -7.6372 -3.7908 2.4869
H -6.2951 -1.7638 2.9660
H -3.9862 -1.6249 2.2837
H -0.6900 -4.1218 3.0870
H 0.5847 -6.1755 3.5571
H 0.3718 -8.1407 2.0566
H -1.0861 -7.9880 0.0569
H -2.2728 -5.9020 -0.4639
C 4.1943 5.3747 -1.7205
S 4.1282 4.0203 -2.9159
C 2.4098 4.1893 -3.5130
C 1.5098 3.0096 -3.1405
C 1.4171 2.8452 -1.6212
N 0.7323 1.6269 -1.1118
P 1.5060 0.1073 -0.9856
C 2.1609 -0.2583 -2.6355
C 3.3690 0.2507 -3.1167
C 3.7368 0.0251 -4.4354
C 2.9049 -0.7067 -5.2780
C 1.7098 -1.2273 -4.8000
C 1.3427 -1.0115 -3.4777
C 3.0074 0.4107 0.0013
C 4.0712 -0.4941 -0.0868
C 5.1777 -0.3639 0.7436
C 5.2269 0.6623 1.6794
C 4.1674 1.5526 1.7851
C 3.0596 1.4208 0.9561
P -0.9770 1.4766 -0.9218
C -1.6459 1.9756 -2.5359
C -1.8436 0.9448 -3.4560
C -2.2655 1.2267 -4.7490
C -2.5043 2.5410 -5.1243
C -2.3331 3.5718 -4.2043
C -1.9080 3.2930 -2.9133
C -1.4574 2.8665 0.1589
C -2.7885 3.2947 0.1391
C -3.1881 4.3854 0.9011
C -2.2688 5.0446 1.7079
C -0.9591 4.5922 1.7742
C -0.5581 3.5015 1.0096
H 5.1925 5.3674 -1.2843
H 3.4541 5.2313 -0.9308
H 4.0306 6.3282 -2.2192
H 2.4688 4.2743 -4.5954
H 2.0170 5.1281 -3.1163
H 1.8976 2.1080 -3.6025
H 0.5225 3.1876 -3.5617
H 0.9023 3.7134 -1.2047
H 2.4307 2.8376 -1.2196
H 4.0111 0.8473 -2.4799
H 4.6696 0.4350 -4.8073
H 3.1945 -0.8734 -6.3102
H 1.0649 -1.8021 -5.4554
H 0.4169 -1.4339 -3.0950
H 4.0339 -1.2970 -0.8162
H 6.0041 -1.0592 0.6514
H 6.0900 0.7669 2.3270
H 4.2065 2.3598 2.5085
H 2.2288 2.1098 1.0540
H -1.6740 -0.0849 -3.1527
H -2.4183 0.4212 -5.4582
H -2.8322 2.7667 -6.1333
H -2.5273 4.5982 -4.4949
H -1.7684 4.1066 -2.2113
H -3.5102 2.7776 -0.4874
H -4.2189 4.7210 0.8615
H -2.5735 5.9076 2.2907
H -0.2438 5.0927 2.4178
H 0.4643 3.1461 1.0683
```

The total energy comes out at -144770.046 eV. The spin multiplicity is 6. The calculation puts the HOMO energy (spin up / spin down) at -10.51 / -10.55 eV. For the energy above the lowest of the compared OMol25 structures with the same formula, charge and spin, the calculation gives 0.0 kJ/mol. As for the total charge: +1. The calculation puts the strongest force on any atom at 1.1 eV/Å.

Results of the Löwdin charge analysis, in e, for atoms 1 through 5: atom 1 (Fe): 0.664, atom 2 (I): 1.082, atom 3 (C): -0.610, atom 4 (C): -0.218, atom 5 (C): -0.625